(1)
Here is C17H44Ba2O17S5 as an isolated structure from the OMol25 dataset. Energies are from wB97M-V/def2-TZVPD.

The geometry in ORCA input format:
```
! RIJCOSX wB97M-V def2-TZVPD def2/J DEFGRID3
* xyz 3 2
H 11.20524 -7.16336 21.58058
H 7.33366 -1.76759 21.57832
H 12.53431 -7.39473 22.75427
C 3.79630 -0.58503 15.27686
O 12.29133 -9.06568 17.28446
O 6.66624 -1.68045 24.25474
C 14.49558 -6.53269 17.14614
O 10.19744 -2.46534 27.00017
C 8.42491 -4.70647 21.61225
C 10.48648 -4.87644 25.75367
H 11.19579 -6.26215 23.14270
S 12.19104 -7.67666 17.71515
H 7.86858 -5.45868 30.72749
H 10.31950 -12.22151 20.44364
S 7.25265 -0.51358 23.60287
H 9.78094 -7.42949 17.75390
H 8.98750 -5.83380 19.80612
C 10.81781 -10.04504 21.06153
C 8.14124 -5.21411 20.10262
C 10.81090 -1.74674 22.86455
C 15.41054 -7.81658 17.13723
H 15.84915 -8.06930 16.17191
O 8.88118 -0.45557 23.77246
H 11.46405 -9.32828 20.55486
H 2.67676 1.26336 15.73871
C 11.47044 -7.18815 22.63754
S 5.15470 -1.96332 17.22309
H 7.73591 -0.00292 21.29323
H 3.26323 0.30498 17.23882
H 7.06699 -4.83022 29.39065
H 9.09327 -3.84638 21.57161
H 8.37811 -6.21892 28.10287
H 9.09792 -2.55796 23.85324
S 9.55861 -3.76608 26.99863
H 10.36815 -1.81709 21.87100
O 11.14653 -9.89249 22.38696
H 3.91388 -0.21760 14.25741
H 16.19078 -7.71787 17.89192
H 6.32377 -3.42802 15.66213
H 11.42149 -0.84487 22.90806
O 5.69639 -0.89375 18.06096
C 9.68218 -1.63808 23.87669
O 8.12229 -3.86253 26.72555
H 10.52525 -5.93305 17.42510
Ba 5.78775 -4.12426 25.03717
H 10.13664 -1.55872 24.86426
H 6.34906 -3.81341 17.53524
H 2.95622 -1.27609 15.20750
O 7.37615 -4.41880 22.55775
H 8.14207 -4.37583 19.40593
O 5.01690 -1.35974 15.65874
O 7.05086 -6.06122 19.95739
O 10.98818 -8.83523 24.75328
O 9.09374 -8.42842 23.22061
O 9.89133 -4.59553 28.35074
C 8.06297 -4.86869 29.83182
H 9.86468 -9.54065 20.90271
C 7.04974 -0.72666 21.73307
C 6.49841 -3.13308 16.69683
O 4.02984 -2.85064 17.51375
H 11.91616 -12.06403 20.79643
Ba 6.34359 -7.36035 22.54921
O 13.20534 -6.77092 16.73511
H 11.42045 -2.56825 23.24093
O 12.38755 -7.24157 19.09103
C 10.55934 -6.98319 17.13502
O 6.77507 0.83371 23.87641
H 10.31737 -4.45950 24.76087
H 14.79441 -8.61519 17.55042
H 11.51233 -4.95019 26.11461
H 10.10052 -5.88920 25.86976
H 11.28130 -11.32940 19.32761
C 11.10067 -11.46295 20.39422
H 6.00603 -0.45342 21.57780
H 9.62342 -6.44903 29.25443
H 14.46002 -6.13627 18.16088
S 10.50433 -8.62904 23.37904
H 7.41926 -2.55005 16.71163
H 4.11272 1.46374 16.20240
H 9.21473 -5.18162 22.19406
C 3.42184 0.62069 16.20766
H 8.42364 -3.84024 29.84925
C 8.97274 -5.67909 28.83982
H 14.77596 -5.75194 16.43909
H 10.63064 -7.03715 16.04869
*
```

Its expectation value of S² is 0.755. For the calculated total energy, the calculation gives -108680.43894 eV.


(2)
Here is a 5-piece molecular cluster, C17H44NO15PS4 overall from the OMol25 dataset. Energies are from wB97M-V/def2-TZVPD.

The geometry in ORCA input format:
```
! RIJCOSX wB97M-V def2-TZVPD def2/J DEFGRID3
* xyz 0 1
H -0.57644 1.42585 2.01190
O 0.69976 1.73490 -2.37623
H 3.42195 -2.29817 4.15412
N -3.64477 4.28104 -0.46763
C 2.52275 0.54690 6.96574
H 1.90956 -1.55995 -2.34079
H -0.31755 -0.24296 1.47755
H -1.27807 -2.43555 0.52213
C -2.62909 3.97408 -1.47145
H -0.74117 -5.34340 -0.25696
H 2.65634 -3.41278 -8.02566
S 2.24907 -0.30126 4.52814
O 1.32037 -3.65469 -4.76803
H 0.37894 0.26509 6.87239
C 1.19290 0.17263 7.58985
H -2.53902 4.17563 -3.60872
H 0.30349 7.32531 2.36897
O 1.39582 0.29408 -0.50202
C -0.97315 -3.40160 -5.97182
C 3.38541 -1.32922 3.66453
H -3.33279 7.23711 -0.31395
P -1.39703 6.48833 0.94693
S 0.66889 0.38312 -1.90760
H -2.30125 -4.54682 -0.40279
O -2.60717 5.52305 1.62858
C 3.39895 -5.04429 -6.80672
C -3.15899 4.49967 -2.79263
H 3.30841 0.53083 7.71815
C 2.36084 -4.41578 -7.71504
H 1.21039 -0.86002 7.93699
H -1.70287 4.47375 -1.22707
O -1.39500 -3.81505 2.00281
H -1.21345 7.40982 3.24305
H -2.34213 8.62367 0.14278
O -1.08559 -6.24358 2.25289
O 2.36591 1.04056 4.04488
O -1.46785 3.58872 1.94419
C 0.96914 1.21255 0.53819
O 0.98075 -0.95545 4.57812
H 4.36059 -0.85127 3.66535
H 3.01248 -1.43521 2.64818
H -1.33336 -2.72412 -5.20065
C -1.42238 -4.72107 4.34284
H 2.77076 -0.07339 -2.84713
H -1.22274 -4.42801 -5.71865
H 3.59805 -4.41756 -5.93879
S -0.65906 -4.98589 2.78073
H -1.12486 -3.74446 4.71453
H 2.49557 1.55187 6.54213
C -1.22503 -4.37627 -0.38795
C -0.85407 -3.41666 0.72521
H -1.16495 0.89855 0.44093
H 1.75312 1.19949 1.29291
O 0.73492 -4.67665 2.86775
H -3.22146 5.57531 -2.74489
H 0.97971 0.82782 8.43451
C -0.34891 0.80034 1.15646
O -3.33923 3.57028 0.73772
O -0.57420 -0.32417 -1.82738
H -4.14751 4.08848 -2.96053
C 1.81546 -0.58878 -2.81815
O 1.12447 -1.97069 -6.58056
H -1.82925 7.50548 -1.14632
C -2.39437 4.20246 1.45334
H 3.05377 -6.01103 -6.44194
H -4.50402 3.88030 -0.80873
H 2.23873 -5.01351 -8.61558
O 1.05195 -4.37123 -7.10699
C -2.32216 7.59709 -0.19316
H -2.47037 2.90702 -1.57000
H 4.33391 -5.18279 -7.34942
H -1.37902 -3.12643 -6.94059
H -2.49966 -4.78359 4.21943
C -0.74326 7.55758 2.28128
H 1.41645 -0.70474 -3.82380
S 0.77736 -3.24233 -6.02458
H 0.92016 2.22733 0.14124
H -0.91527 -3.96546 -1.34921
O 2.94134 -0.39556 5.95690
H -0.83528 8.59784 2.00574
H 0.22749 -3.29625 0.80166
H -1.07221 -5.50626 5.00841
*
```

The energy above the lowest of the compared OMol25 structures with the same formula, charge and spin is 15.0 kcal/mol. For the calculated total energy, the calculation gives -103172.18782 eV. Its SMILES is CCNOC(=O)OP(C)C.CCOS(C)(=O)=O.CCOS(C)(=O)=O.CCOS(C)(=O)=O.CCOS(C)(=O)=O.


(3)
Here is a 3-piece molecular cluster, C17H46BBrN8O6P overall from the OMol25 dataset. Energies are from wB97M-V/def2-TZVPD.

The geometry in ORCA input format:
```
! RIJCOSX wB97M-V def2-TZVPD def2/J DEFGRID3
* xyz 1 1
H -0.48375 1.36228 -6.50078
P 2.11822 -0.87025 -1.46812
H -0.06852 -1.75804 -8.42196
H -5.12242 3.38496 0.23827
H 5.08698 -4.21878 3.43806
C -6.93283 4.72467 1.83966
H -0.13888 -4.23868 3.31706
C -0.84697 -1.88891 -7.66821
H 4.90295 -3.04875 -0.07212
H 1.26806 -2.14731 0.45746
C 3.39189 -1.97791 0.97824
H -5.87337 5.78401 0.33063
N 1.76318 -0.32773 1.24063
H -3.84998 4.60808 0.24512
H 4.73128 -0.73824 -0.00610
C -0.08726 0.36554 -6.70847
H -0.87908 -2.85441 4.15157
H -6.81090 4.40466 2.87431
C -4.68066 2.52454 2.60581
C 0.05167 -3.36824 3.94539
H -4.66167 5.71991 2.97231
H -1.85282 -0.02108 -7.81336
B 1.92522 1.45829 3.70975
H 0.65073 1.82852 0.87441
C 3.97827 -3.29632 0.45471
H 6.22572 -4.52370 2.14368
O -3.95186 3.53852 1.93653
H 3.74742 1.95311 4.19585
N -2.13925 -0.80304 -5.91323
N 4.20099 -4.28141 1.51496
O 0.61653 -0.00661 -5.53731
C 1.59663 -1.00920 -5.70665
C -5.62656 5.25065 1.25331
C 2.10268 -3.04515 2.87053
Br 0.23212 -1.88485 -2.08304
C -4.63380 4.15101 0.85519
N 2.40842 0.03350 3.49950
H 5.59029 -2.91123 2.38172
C -1.44417 1.38359 1.14170
H 2.09808 -0.92346 -6.67469
H -4.24864 6.67913 1.74691
H -1.70283 -2.36444 -8.14461
H -1.91641 0.51838 1.60025
H -1.42127 2.18036 1.87894
H 2.89929 -0.43084 4.25280
O 0.90463 -2.44922 3.27828
H -5.31924 1.96507 1.91653
H -5.29008 2.94303 3.40922
N -5.04739 6.22534 2.17974
H -2.52402 0.07615 -5.58087
O 2.85157 2.30121 4.21874
H 2.33657 -0.87204 -4.91599
C 2.09820 -1.45121 0.32024
C -0.05444 1.02925 0.65139
H -0.04280 0.87672 -0.42723
N 4.34895 -0.85592 0.92349
N 2.97655 -1.95793 2.39667
H -0.09541 1.77804 4.10271
H 2.57710 -3.57941 3.69699
H 1.17300 -2.01255 -5.60526
N 0.60840 1.88697 3.38596
O 0.36978 -0.15503 1.34572
H -0.47759 -2.57902 -6.90926
H -3.95867 1.83791 3.04956
H 4.44510 -5.14248 1.04546
H 0.60774 0.46024 -7.55283
H -7.31837 3.88243 1.26206
H -1.56030 -1.13744 -5.14759
C 2.34376 -0.69851 2.43383
H 0.49681 -3.69600 4.88582
H -7.68551 5.51124 1.83446
O 3.21251 -1.90865 -2.09087
H -2.03493 1.73431 0.30090
C -1.26324 -0.55309 -7.06118
H 2.81291 -2.73194 -2.39947
H 1.94284 -3.76830 2.07034
C 5.32912 -3.96354 2.40831
H 5.10223 -1.01150 1.58020
H 3.31425 -3.74003 -0.28052
H 0.60728 2.84077 3.04783
*
```

For the calculated total energy, the calculation gives -122582.57205 eV.


(4)
Here is a 11-piece molecular cluster, C17H46BIN10O20 overall from the OMol25 dataset. Energies are from wB97M-V/def2-TZVPD.

The geometry in ORCA input format:
```
! RIJCOSX wB97M-V def2-TZVPD def2/J DEFGRID3
* xyz 0 1
H -0.08220 0.19744 1.04834
H -0.23774 6.17343 -1.72580
H 1.94607 1.74732 -0.21448
H -1.35334 -1.56507 -1.04616
C 0.20265 -2.15485 0.28864
O -2.01901 4.16827 -3.06241
H 3.95958 4.31448 -9.74851
O 3.60274 1.82082 -7.81487
C -0.90921 -7.27475 0.78062
C 0.87906 -4.11722 -3.15745
H -1.19968 4.88901 -0.93313
H -1.79526 0.21035 0.46132
C 1.84181 4.45847 -5.46483
C 4.39034 3.51913 -9.15057
N 3.29895 -2.19925 4.96915
H -0.60253 2.36965 0.05682
H 2.98588 -1.26404 6.79826
H 0.24720 -0.93297 -1.49544
H 0.45080 -3.32575 -3.76281
O 1.33279 8.75372 -1.02902
H -0.97238 -6.79018 -0.19084
C -0.87549 -2.82460 1.19953
H -1.11200 1.67966 -1.48166
H -0.59024 -2.99779 4.55509
C -0.43093 1.51315 -0.63366
H 1.80216 8.71047 -3.98319
H 5.00419 3.92318 -8.34990
H -4.69099 -3.93454 6.68771
H 0.61585 -2.93636 -0.37405
B 1.10936 1.61844 -1.04936
H 0.70434 -1.96086 3.91481
H 0.49264 -1.58198 7.17129
C -1.01877 -2.16069 2.59319
H -0.84745 -0.41696 7.37287
N -4.11569 -1.00717 -1.71888
C -1.23269 5.75814 -1.58124
O -4.38630 -0.24993 -0.81526
H -4.63423 -2.76842 -2.73607
C -0.01481 -2.74587 3.64746
O -3.16735 -7.71529 0.82380
O 3.12300 -3.35961 4.67824
O 3.11693 -1.25907 4.22993
N 1.87206 8.20835 -1.96306
H -1.84507 -2.84372 0.67950
H -3.85716 -3.91601 5.10449
H 1.43882 -4.81622 -3.77272
N 0.86066 0.00647 8.50241
H -6.00309 -1.81611 -2.08687
O 0.08674 -5.79501 -1.79346
H 0.53510 -3.60744 3.25139
C -4.99946 -2.18631 -1.89702
H -1.91711 6.50728 -1.19297
H 3.86480 -2.82460 6.88950
H -0.47631 -1.58936 8.67451
O 3.53020 5.99690 -5.75232
H -0.66016 -8.32719 0.67780
O 2.02538 -0.00807 8.15671
H -4.96247 -2.76401 -0.97739
H 0.76467 4.48409 -5.33657
O -3.69884 -1.62733 7.30268
H -5.13875 -2.71638 5.45196
H -2.05060 -2.34065 2.94456
O -1.35776 -4.51727 -2.73928
O 2.15249 3.10656 -8.75672
H 3.39890 8.92450 -3.19540
N -2.25054 -7.19393 1.41300
C -0.73614 0.21419 0.16435
H -0.53025 -3.85934 1.36709
O 2.06965 7.01674 -2.05480
H 4.95680 2.82946 -9.77012
C -4.33380 -3.31380 5.87085
N 2.33807 5.84832 -5.60402
C -0.06501 -0.97651 7.87750
H -0.88521 -1.07289 2.59063
O -2.33742 -6.61556 2.47336
H 2.07901 10.08876 -2.87430
H 4.70246 -1.36855 6.27486
I 1.52900 1.53577 -3.18420
H 1.49889 -3.70706 -2.36445
O -2.20613 -2.42126 5.97913
C -0.45150 -1.08091 -0.65693
H -0.19493 -6.76746 1.41990
O -3.18722 -0.88376 -2.48153
H 2.10875 3.92117 -6.37028
N 3.28751 2.75027 -8.52115
O 1.52397 6.74126 -5.55948
O -1.83821 6.19370 -3.75777
H 1.04401 -1.73519 0.85833
C 2.32510 9.05589 -3.09435
H 2.32407 4.02453 -4.59422
N -3.32816 -2.37597 6.43070
O 0.38950 0.75967 9.31545
N -1.74075 5.33626 -2.91162
C 3.75318 -1.89236 6.34611
N -0.22582 -4.87182 -2.51133
*
```

For the calculated total energy, the calculation gives -82975.14415 eV. Its SMILES is C[N+](=O)[O-].C[N+](=O)[O-].C[N+](=O)[O-].C[N+](=O)[O-].C[N+](=O)[O-].C[N+](=O)[O-].C[N+](=O)[O-].C[N+](=O)[O-].C[N+](=O)[O-].C[N+](=O)[O-].CCCCCCCBI.


(5)
Here is a 4-piece molecular cluster, C17H47B2N3O5S2 overall from the OMol25 dataset. Energies are from wB97M-V/def2-TZVPD.

The geometry in ORCA input format:
```
! RIJCOSX wB97M-V def2-TZVPD def2/J DEFGRID3
* xyz 0 1
H -1.02834 3.91025 -3.81780
H 4.08347 -4.25400 0.12625
H 1.31180 -7.38487 4.06154
C -0.03409 2.42496 -2.88115
O 0.83498 -6.09287 0.06961
H 0.73453 0.80456 -4.13907
O -0.86448 3.85605 2.41725
H 3.87471 0.83823 0.97953
C 0.96179 2.66421 -5.89214
C 3.46677 -0.15113 0.75048
O 4.08470 -2.51833 1.18831
H 0.32065 2.27167 2.88572
H 1.09880 -5.15229 3.29677
H -3.27422 3.46122 -1.23265
H 1.16973 3.67288 -5.52874
H 2.87329 -6.42782 1.37936
H 2.48463 -0.23611 2.53192
C 1.32132 3.10328 -2.71118
H -1.43717 1.46107 1.26677
C 0.28339 -7.38529 -0.11356
N 2.72924 -5.87837 2.22308
H -0.61010 -5.56916 1.46320
C 0.06962 2.86654 1.99030
H -1.98802 2.99464 -2.92527
H 0.83666 2.72253 -6.97375
C 0.46607 -5.45553 1.28188
H 2.45306 -0.99452 -0.99601
H 0.22382 -7.57086 -1.18663
H 1.46491 3.92932 -3.40766
H 1.80444 2.00258 -5.67449
C 3.09177 -0.15228 -0.72832
H -1.01484 0.88742 -4.00860
S -3.82540 3.02820 -0.05739
N 2.24929 -0.33594 1.54783
H 0.64367 -4.38927 1.11391
B -1.48938 4.53111 1.34163
H -0.48405 2.25432 -0.08762
H 3.00067 -4.93702 1.95020
S -5.92821 5.07428 1.60209
C -6.53553 3.42235 2.10260
C 1.29143 -5.88553 2.50749
O -0.25083 2.17538 -5.34458
H -7.82199 1.93430 1.05230
C 0.90274 -7.25333 3.05890
H 1.41319 3.51695 -1.70423
C -4.15063 5.18563 2.05447
H -8.60287 3.53274 1.29830
C -0.11394 1.49918 -4.10643
H 2.13763 2.39124 -2.85202
H -5.75790 2.64242 2.05631
H -3.96700 4.98405 3.12935
H -0.73216 4.92512 -0.41934
H 0.23486 1.00442 0.93985
H -0.18284 -7.35639 3.12743
H 3.98231 -0.18393 -1.36019
H 1.28567 -8.07235 2.45004
C -7.65337 3.01774 1.07494
C 3.98246 -3.18433 -0.05933
H 2.99687 -3.01849 -0.49990
C 4.54970 -1.18137 1.11401
H 0.93594 -8.14714 0.31799
H 1.03181 3.29295 1.64917
O -0.78997 5.36894 0.43066
H -0.19515 1.80114 -1.99847
B -3.14502 4.28794 1.15147
H -7.32065 3.41035 0.09884
H 4.91691 -0.94549 2.11632
H -3.80522 6.22740 1.90493
C -0.47033 1.87171 0.94196
N -1.08168 3.45455 -2.90998
H 2.54054 0.75697 -0.97771
H -7.01677 3.41760 3.09361
H -0.72145 -7.46439 0.30954
H 4.76597 -2.87835 -0.75739
H 1.97562 -1.31220 1.46353
H 5.41215 -1.11148 0.43992
*
```

For the calculated total energy, the calculation gives -56122.03584 eV. Its SMILES is CCOB(O)B(S)CSCC.COC[C@@H](C)N.COC[C@@H](C)N.COC[C@@H](C)N.


> The lowest calculated total energy belongs to which entry?

C17H46BBrN8O6P